No. 1
{"formula": "C43H42N4O4PtSTe", "method": "the ωB97M-V functional and the def2-TZVPD basis", "multiplicity": 2, "homo_energy_ev": [-4.264, -5.031], "total_charge": -1, "orbital_gap_ev": [6.588, 6.716], "symbols": ["Pt", "C", "C", "N", "C", "C", "C", "S", "N", "C", "O", "C", "C", "C", "C", "C", "C", "H", "H", "H", "H", "H", "H", "H", "H", "H", "H", "H", "H", "H", "H", "H", "O", "C", "N", "C", "O", "C", "C", "C", "C", "C", "C", "H", "H", "H", "H", "C", "C", "C", "C", "C", "C", "Te", "N", "C", "O", "C", "C", "C", "C", "C", "C", "C", "C", "C", "C", "C", "C", "C", "C", "C", "C", "H", "H", "H", "H", "H", "H", "H", "H", "H", "H", "H", "H", "H", "H", "H", "H", "H", "H", "H", "H", "H", "H", "H"], "positions_angstrom": [[-0.5102, -0.4958, -2.1986], [1.3338, 5.4970, -0.8109], [0.6953, 4.4083, 0.0435], [-0.2002, 3.5369, -0.7110], [-1.6372, 3.7543, -0.5653], [-2.2064, 4.7855, -1.5298], [0.3374, 2.5600, -1.4891], [-0.7874, 1.7307, -2.5782], [1.6349, 2.4389, -1.4809], [2.3362, 1.3240, -1.7965], [2.0406, 0.1754, -1.4775], [3.6329, 1.5652, -2.5168], [4.2259, 0.4846, -3.1634], [5.4168, 0.6583, -3.8518], [6.0280, 1.9056, -3.8852], [5.4388, 2.9832, -3.2373], [4.2389, 2.8149, -2.5615], [1.9983, 6.1127, -0.2012], [0.5757, 6.1449, -1.2523], [1.9142, 5.0475, -1.6149], [0.1062, 4.8584, 0.8443], [1.4716, 3.7952, 0.5022], [-1.8074, 4.0687, 0.4667], [-2.1452, 2.8014, -0.6988], [-1.7581, 5.7692, -1.3777], [-3.2846, 4.8769, -1.3841], [-2.0259, 4.4727, -2.5585], [3.7274, -0.4761, -3.1227], [5.8694, -0.1810, -4.3650], [6.9617, 2.0386, -4.4182], [5.9143, 3.9562, -3.2609], [3.7633, 3.6446, -2.0557], [-1.9393, -3.4865, -0.8926], [-0.8852, -3.5513, -1.4837], [-0.1850, -2.5209, -2.0825], [0.9282, -3.0089, -2.7236], [1.6892, -2.3545, -3.4105], [1.0115, -4.4855, -2.4600], [1.9454, -5.4296, -2.8293], [1.7254, -6.7426, -2.4165], [0.5980, -7.0795, -1.6705], [-0.3395, -6.1133, -1.3109], [-0.1010, -4.8186, -1.7163], [2.8140, -5.1524, -3.4129], [2.4372, -7.5155, -2.6788], [0.4530, -8.1091, -1.3672], [-1.2173, -6.3553, -0.7252], [0.0310, 1.7242, 7.5112], [-0.0454, 1.4143, 6.0397], [-1.1554, 1.7632, 5.2860], [-1.2406, 1.4758, 3.9241], [-2.4586, 1.9250, 3.1592], [-0.1840, 0.8081, 3.3012], [-0.3094, 0.3866, 1.1257], [-1.5951, -0.3714, -0.5836], [-2.8888, -0.0527, -0.4762], [-3.3975, 0.3461, 0.5898], [-3.8122, -0.1982, -1.6644], [-4.7925, 0.7736, -1.8379], [-5.6803, 0.6971, -2.8996], [-5.6185, -0.3769, -3.7800], [-4.6627, -1.3644, -3.5908], [-3.7545, -1.2729, -2.5434], [0.2426, -1.6301, 1.3533], [1.4181, -2.0146, 0.7151], [1.8603, -3.3273, 0.7991], [1.1153, -4.2491, 1.5197], [-0.0682, -3.8623, 2.1305], [-0.5359, -2.5519, 2.0542], [-1.8455, -2.1720, 2.6839], [0.9641, 0.4819, 4.0336], [2.1704, -0.1769, 3.4134], [1.0099, 0.7849, 5.3920], [-0.8931, 2.1818, 7.8644], [0.8512, 2.4126, 7.7259], [0.2043, 0.8184, 8.0954], [-1.9856, 2.2736, 5.7651], [-3.2342, 2.2755, 3.8414], [-2.8671, 1.1361, 2.5248], [-2.2028, 2.7563, 2.4955], [-4.8460, 1.5863, -1.1246], [-6.4257, 1.4712, -3.0374], [-6.3160, -0.4459, -4.6060], [-4.6203, -2.2130, -4.2631], [-3.0105, -2.0401, -2.3885], [1.9811, -1.2848, 0.1422], [2.7691, -3.6275, 0.2918], [1.4436, -5.2796, 1.5861], [-0.6611, -4.5961, 2.6650], [-2.3394, -3.0491, 3.1023], [-2.5107, -1.7051, 1.9509], [-1.6966, -1.4454, 3.4853], [2.3589, 0.1947, 2.4045], [2.0418, -1.2587, 3.3370], [3.0565, 0.0184, 4.0184], [1.9027, 0.5268, 5.9548]], "forces_ev_per_angstrom": [[0.216, 0.008, 0.058], [-0.006, -0.002, 0.000], [-0.004, -0.026, 0.033], [0.040, 0.053, -0.059], [-0.003, -0.031, -0.038], [0.003, -0.009, -0.004], [-0.062, 0.163, 0.071], [-0.011, 0.018, -0.131], [-0.009, -0.149, 0.043], [-0.007, 0.140, -0.043], [0.140, 0.101, -0.062], [-0.016, -0.073, -0.021], [0.016, 0.009, 0.000], [0.002, 0.003, -0.002], [-0.011, 0.001, 0.004], [0.005, -0.004, -0.003], [-0.010, 0.018, -0.004], [0.011, -0.004, -0.005], [0.002, 0.006, 0.001], [-0.004, 0.004, -0.004], [0.006, -0.014, 0.006], [-0.001, -0.013, 0.003], [0.007, 0.012, 0.011], [-0.003, -0.003, 0.007], [0.004, -0.003, -0.002], [0.000, 0.001, 0.005], [-0.002, 0.000, 0.003], [-0.003, -0.012, -0.004], [0.001, -0.001, -0.001], [0.001, 0.000, -0.001], [0.000, 0.001, 0.000], [0.005, 0.000, -0.001], [-0.051, 0.000, 0.016], [0.155, 0.019, 0.032], [-0.208, -0.169, -0.015], [-0.085, -0.002, 0.031], [0.045, 0.078, -0.017], [0.009, 0.032, -0.025], [0.021, -0.006, 0.001], [-0.017, 0.012, 0.008], [0.009, 0.012, -0.010], [0.000, -0.005, 0.032], [-0.019, 0.016, 0.014], [0.000, -0.006, -0.002], [0.003, -0.001, -0.003], [-0.001, -0.002, 0.004], [0.001, -0.005, -0.005], [0.004, -0.002, -0.010], [0.014, -0.012, -0.039], [-0.014, -0.011, -0.001], [-0.089, 0.054, 0.013], [0.025, -0.068, 0.054], [0.025, -0.106, -0.174], [-0.069, 0.149, 0.138], [-0.541, -0.100, 0.056], [0.241, -0.096, -0.026], [-0.026, 0.006, -0.009], [0.077, 0.018, -0.021], [0.028, 0.017, 0.007], [-0.006, -0.038, -0.034], [-0.002, 0.053, 0.042], [0.036, -0.013, 0.037], [-0.003, 0.030, -0.032], [0.147, -0.041, -0.105], [0.044, 0.000, 0.026], [-0.055, 0.002, 0.023], [0.019, -0.015, -0.016], [-0.017, 0.001, 0.032], [-0.040, 0.028, -0.011], [-0.020, 0.055, -0.040], [0.096, -0.040, 0.042], [-0.010, 0.000, 0.029], [-0.018, 0.017, 0.005], [-0.001, 0.001, 0.000], [0.001, 0.000, 0.003], [-0.001, 0.000, 0.002], [0.005, -0.001, 0.000], [0.004, 0.002, 0.006], [0.011, 0.066, 0.026], [-0.022, -0.009, -0.035], [-0.002, 0.001, -0.001], [-0.004, -0.001, -0.001], [-0.004, 0.007, -0.002], [0.010, 0.005, 0.001], [0.001, -0.023, 0.018], [-0.048, -0.087, 0.030], [0.002, 0.006, 0.002], [-0.004, -0.008, 0.000], [-0.002, 0.001, -0.001], [-0.016, 0.006, -0.025], [0.041, -0.057, 0.000], [0.011, 0.011, 0.044], [-0.001, -0.007, 0.006], [-0.001, 0.036, -0.002], [0.007, -0.003, 0.010], [-0.002, -0.001, 0.004]], "mulliken_charge": [2.415, -1.154, -0.640, 0.817, -0.172, -1.479, 0.019, -0.553, 0.227, -0.534, -0.419, 0.185, -0.404, -0.711, -0.342, -0.707, -0.033, 0.393, 0.277, 0.146, 0.506, 0.347, 0.141, -0.005, 0.350, 0.455, 0.285, 0.539, 0.398, 0.366, 0.388, 0.398, -0.634, -0.350, -0.028, 0.293, -0.731, 0.168, -0.534, -0.446, -0.575, -0.307, 0.544, 0.493, 0.389, 0.405, 0.465, -1.592, 0.726, -0.947, 1.162, -1.326, -0.599, 0.035, -0.537, 0.486, -0.661, -0.029, -0.699, -0.638, -0.451, -0.835, 0.263, 1.592, -0.310, -0.558, -1.001, -0.875, 0.311, -1.391, 1.478, -1.613, -0.829, 0.344, 0.326, 0.340, 0.283, 0.392, 0.247, 0.058, 0.425, 0.369, 0.361, 0.417, 0.333, 0.036, 0.504, 0.337, 0.361, 0.474, 0.140, 0.184, 0.140, 0.241, 0.468, 0.407]}



No. 2
{"formula": "C43H43BBrGeN5O2ReS", "method": "the ωB97M-V functional and the def2-TZVPD basis", "multiplicity": 2, "homo_energy_ev": [-7.242, -7.224], "orbital_gap_ev": [6.151, 5.887], "symbols": ["Re", "N", "C", "S", "N", "N", "C", "C", "C", "C", "C", "C", "N", "H", "H", "H", "H", "H", "H", "H", "C", "C", "C", "C", "C", "C", "C", "C", "C", "C", "C", "C", "N", "H", "H", "H", "H", "H", "H", "H", "H", "H", "H", "H", "H", "H", "H", "H", "H", "H", "Br", "C", "C", "C", "C", "C", "C", "H", "H", "H", "H", "Ge", "C", "C", "C", "C", "C", "C", "C", "C", "C", "C", "C", "C", "H", "H", "H", "H", "H", "H", "H", "H", "H", "H", "H", "O", "B", "O", "C", "C", "C", "C", "C", "C", "H", "H", "H", "H"], "positions_angstrom": [[-0.3149, -0.2657, 0.8710], [-3.7017, -2.9077, 2.9334], [-2.5123, -2.2771, 3.0115], [-1.0759, -3.1617, 3.1257], [-2.6324, -0.9347, 3.1096], [-1.5254, -0.2403, 2.8080], [-1.1645, 0.6868, 3.6405], [0.0141, 1.4737, 3.3506], [0.5055, 2.4500, 4.2137], [1.6759, 3.1034, 3.8908], [2.3353, 2.7826, 2.7077], [1.7868, 1.8210, 1.8906], [0.6598, 1.1698, 2.2143], [-3.7234, -3.9052, 3.0561], [-4.5515, -2.3739, 2.9281], [-1.6991, 0.8071, 4.5754], [-0.0408, 2.6776, 5.1186], [2.0699, 3.8686, 4.5458], [3.2474, 3.2786, 2.4114], [2.2446, 1.5461, 0.9498], [2.2338, -2.3316, -3.2689], [2.1140, -1.7323, -1.8734], [3.1037, -0.5728, -1.7151], [2.3202, -2.7160, -0.7423], [2.8711, -3.9621, -0.9823], [3.1091, -4.8443, 0.0610], [2.9043, -4.4371, 1.3585], [2.3964, -3.1754, 1.6746], [2.4615, -2.8097, 3.1570], [2.0231, -1.4150, 3.5631], [3.9222, -2.9893, 3.6183], [1.9848, -2.3773, 0.5919], [1.0104, -1.3841, 0.7933], [2.0059, -1.5632, -4.0092], [1.5359, -3.1557, -3.4201], [3.2447, -2.6931, -3.4670], [1.0951, -1.3557, -1.7820], [4.1264, -0.9535, -1.7605], [2.9732, -0.0578, -0.7630], [2.9695, 0.1579, -2.5113], [3.1083, -4.2562, -1.9928], [3.4814, -5.8392, -0.1434], [3.1503, -5.1083, 2.1701], [1.8370, -3.5349, 3.6868], [2.6054, -0.6603, 3.0305], [2.2133, -1.2883, 4.6301], [0.9622, -1.2628, 3.3913], [4.5902, -2.3871, 2.9988], [4.2646, -4.0206, 3.5658], [4.0242, -2.6568, 4.6518], [-5.3772, -4.1474, -1.4074], [-3.9479, -3.0673, -0.7846], [-4.2107, -1.7954, -0.3168], [-3.1563, -1.0296, 0.1678], [-1.8439, -1.5030, 0.1608], [-1.6212, -2.7969, -0.3197], [-2.6594, -3.5814, -0.7856], [-5.2186, -1.4038, -0.3209], [-3.3870, -0.0476, 0.5556], [-0.6190, -3.2078, -0.3257], [-2.4719, -4.5839, -1.1441], [-1.4444, 2.1178, 0.3648], [-0.2330, 3.6672, 0.4065], [0.7664, 3.9479, -0.5284], [1.5887, 5.0589, -0.3899], [1.4323, 5.9175, 0.6892], [0.4404, 5.6619, 1.6236], [-0.3801, 4.5503, 1.4798], [-2.7456, 2.3466, -1.0783], [-2.3642, 2.6111, -2.3927], [-3.3062, 2.7156, -3.4075], [-4.6537, 2.5616, -3.1196], [-5.0542, 2.3203, -1.8131], [-4.1081, 2.2163, -0.8026], [-2.2836, 2.4104, 1.6410], [0.9188, 3.2860, -1.3697], [2.3551, 5.2547, -1.1289], [2.0710, 6.7847, 0.7935], [0.3003, 6.3306, 2.4635], [-1.1545, 4.3709, 2.2165], [-1.3193, 2.7529, -2.6379], [-2.9849, 2.9158, -4.4217], [-5.3904, 2.6392, -3.9082], [-6.1058, 2.2122, -1.5803], [-4.4386, 2.0400, 0.2147], [-1.0366, -0.5573, -2.2728], [-0.3372, 0.1268, -1.2722], [0.5319, 1.0597, -1.8853], [0.3935, 0.8761, -3.2401], [1.0540, 1.5139, -4.2624], [0.7032, 1.1307, -5.5594], [-0.2634, 0.1563, -5.7887], [-0.9228, -0.4794, -4.7351], [-0.5659, -0.0885, -3.4675], [1.8019, 2.2710, -4.0708], [1.1917, 1.6032, -6.3998], [-0.5092, -0.1170, -6.8055], [-1.6742, -1.2380, -4.8983]], "forces_ev_per_angstrom": [[0.693, -1.502, 0.817], [0.014, -0.355, 0.039], [-0.122, 0.555, 0.190], [0.057, 0.028, -0.129], [0.244, -0.299, -0.211], [0.099, 0.603, -0.009], [-0.045, -0.270, -0.098], [-0.077, -0.033, 0.113], [0.003, -0.024, 0.005], [0.024, -0.001, -0.035], [-0.007, -0.025, 0.066], [0.007, -0.048, 0.065], [-0.114, 0.255, -0.361], [-0.030, 0.127, -0.018], [-0.036, 0.046, -0.024], [-0.010, -0.008, -0.016], [0.011, -0.004, 0.004], [0.013, 0.003, 0.004], [-0.001, 0.018, 0.003], [-0.019, 0.004, -0.025], [-0.005, -0.011, -0.030], [-0.058, -0.011, 0.080], [-0.029, -0.005, 0.008], [-0.032, -0.107, -0.157], [0.067, 0.087, 0.045], [-0.026, -0.052, -0.072], [0.058, 0.079, 0.081], [0.105, -0.199, 0.114], [0.036, -0.090, -0.064], [-0.097, 0.036, -0.048], [-0.040, -0.021, 0.030], [-0.443, 0.265, 0.174], [0.183, 0.218, -0.572], [0.007, 0.008, -0.014], [-0.012, -0.029, 0.019], [0.019, 0.006, -0.019], [0.184, -0.089, -0.006], [0.011, 0.000, 0.003], [-0.009, -0.019, 0.047], [0.024, 0.013, -0.041], [-0.008, -0.020, -0.046], [0.024, -0.014, -0.003], [-0.006, -0.021, -0.008], [-0.019, 0.035, 0.037], [0.017, 0.085, -0.045], [-0.014, 0.027, 0.010], [0.006, -0.023, 0.040], [0.002, 0.043, 0.010], [0.003, 0.001, -0.007], [0.001, -0.013, 0.019], [-0.027, -0.006, -0.024], [0.038, -0.027, 0.009], [0.089, 0.063, 0.022], [-0.141, -0.139, -0.142], [-0.113, 0.209, 0.110], [0.044, -0.013, -0.030], [-0.035, 0.007, -0.007], [-0.019, 0.000, 0.005], [0.000, 0.033, 0.034], [-0.001, -0.015, 0.016], [-0.006, -0.019, 0.003], [-0.281, 0.250, -0.049], [0.065, 0.099, 0.062], [0.011, -0.038, 0.015], [-0.017, -0.030, 0.011], [-0.004, -0.019, -0.007], [-0.013, -0.032, -0.016], [-0.001, 0.016, -0.078], [-0.048, -0.011, -0.134], [-0.026, 0.035, 0.017], [0.018, -0.001, 0.030], [-0.008, 0.003, 0.004], [0.023, -0.007, 0.028], [0.040, 0.009, -0.081], [-0.041, -0.083, 0.026], [-0.004, -0.020, -0.008], [0.016, 0.006, -0.027], [0.018, 0.018, 0.005], [-0.009, 0.018, 0.020], [-0.015, -0.002, 0.015], [0.042, 0.004, -0.005], [0.013, 0.005, -0.017], [-0.017, -0.005, -0.014], [-0.018, 0.005, 0.008], [-0.011, -0.018, 0.026], [-0.027, 0.132, 0.141], [-0.143, 0.390, 0.023], [-0.029, -0.089, 0.059], [0.119, 0.178, 0.152], [-0.025, -0.006, -0.166], [-0.001, -0.003, 0.096], [-0.009, -0.025, 0.070], [0.054, 0.063, -0.142], [-0.151, -0.182, 0.024], [0.014, 0.011, 0.005], [0.018, 0.008, -0.028], [-0.003, -0.001, -0.025], [-0.030, -0.020, 0.000]], "mulliken_charge": [-0.192, -0.243, 0.427, -0.516, -2.216, 1.342, -1.650, 1.472, -1.058, -0.688, -0.997, -0.125, 0.815, 0.218, 0.248, 0.499, 0.526, 0.461, 0.535, -0.094, -2.356, 3.107, -0.995, -0.041, -0.791, -1.434, -1.073, 0.207, 0.897, -1.074, -1.554, 0.703, 0.972, 0.342, 0.413, 0.497, -1.077, 0.403, 0.068, 0.368, 0.438, 0.376, 0.494, 0.357, 0.259, 0.491, -0.467, 0.380, 0.421, 0.421, -0.217, -0.263, -0.934, 0.307, -0.046, 0.105, -0.936, 0.485, 0.372, 0.327, 0.476, 1.396, -0.238, 0.264, -0.813, -0.499, -0.709, -0.550, 0.145, -0.162, -0.503, -0.613, -0.758, -0.194, -0.434, 0.422, 0.447, 0.402, 0.449, 0.481, 0.288, 0.443, 0.397, 0.417, 0.384, 0.003, -0.365, 0.884, 0.429, -1.086, -0.808, -0.735, -1.263, 1.379, 0.515, 0.424, 0.432, 0.535]}



Short version: ΔE to the lowest compared entry with this formula, charge and spin = 115.3, 173.6 kJ/mol, in the order given.
Short version: F_max = 0.55, 1.84 eV/Å, in the order given.
Short version: electronic energy = -80801.35362, -197035.60209 eV, in the order given.